Computed, not measured: C22H26CeN6S as an isolated structure at a distorted geometry, with wB97M-V/def2-TZVPD.

The geometry in XYZ format:
```
56
Properties=species:S:1:pos:R:3:lowdin_charge:R:1
Ce 10.03569 10.53198 7.04578 1.357
S 12.45807 9.89507 8.22644 0.711
N 12.18022 13.77049 7.20527 -0.134
N 6.81484 11.11504 6.17780 0.078
N 11.18822 12.30298 5.68246 0.006
N 7.80569 11.87384 6.35772 -0.015
N 12.30366 14.23981 4.94676 -0.139
N 11.35670 8.50776 6.28127 -0.105
C 6.70312 7.05719 6.84805 -0.033
C 12.29211 15.68740 5.11208 -0.022
C 11.88299 13.40903 5.93014 -0.422
C 11.28210 7.46233 5.43725 -0.099
C 13.49785 14.29903 7.52992 -0.013
C 13.32255 6.53266 6.24464 -0.007
C 12.41522 8.55976 7.12195 -0.725
C 13.41353 7.58558 7.12966 -0.057
C 8.44463 14.20716 6.37286 -0.035
C 7.44467 13.24755 6.29158 -0.242
C 11.51279 13.26464 8.39044 -0.059
C 5.73961 9.05948 5.97568 0.023
C 6.10593 13.64509 6.20708 0.000
C 5.78869 14.98778 6.25012 -0.042
C 7.86457 7.75071 7.20851 -0.090
C 12.23434 6.46925 5.37678 -0.021
C 6.78790 15.94215 6.36373 -0.047
C 6.89913 9.75189 6.36559 -0.292
C 12.33584 13.80598 3.56336 -0.028
C 8.11594 15.55136 6.40946 -0.060
C 5.64121 7.70726 6.23388 -0.029
C 8.00280 9.12875 7.00837 -0.187
H 11.33208 14.09768 9.06180 0.121
H 8.66068 7.19514 7.68811 0.108
H 6.53194 16.99410 6.43857 0.122
H 14.23374 7.67456 7.83110 0.123
H 10.54167 12.83980 8.15938 0.030
H 13.40884 15.19857 8.12897 0.106
H 10.41071 7.43947 4.80133 0.125
H 11.99197 15.94956 6.11643 0.088
H 11.36231 13.88043 3.07849 0.104
H 12.70637 12.78232 3.49489 0.103
H 9.48313 13.89596 6.39946 0.067
H 14.05764 14.51641 6.62396 0.099
H 6.64215 5.99429 7.06342 0.125
H 12.13252 12.53937 8.91015 0.060
H 11.58208 16.11916 4.40707 0.105
H 14.08135 5.75884 6.22916 0.132
H 12.13601 5.66001 4.66284 0.125
H 4.95065 9.59846 5.47281 0.129
H 13.03339 14.44136 3.02602 0.106
H 4.75334 15.29502 6.20092 0.122
H 4.74457 7.16472 5.95534 0.127
H 8.89689 16.30131 6.48210 0.111
H 13.27366 16.11899 4.91323 0.106
H 5.33542 12.89720 6.13734 0.111
H 14.05750 13.54738 8.09679 0.108
H 10.94275 12.27632 4.70211 0.063
```

As for the frontier orbital gap (alpha / beta): 5.605 / 5.596 eV. The spin multiplicity is 1. As for the LUMO energy (alpha / beta): -8.449 / -8.458 eV. The largest force on an atom is 1.54 eV/Å. For the HOMO energy (alpha / beta), the calculation gives -14.05 / -14.05 eV. The calculation puts the total energy at -2055.1833 Ha. Its charge is +2.